C19H30F2FeO19 as an isolated structure, computed with ωB97M-V with the def2-TZVPD basis set.

Its HOMO energy (alpha / beta) is -14.9 / -14.9 eV. As for the electronic energy: -98891.643 eV. Its spin multiplicity is 7. Its net charge is +2. Its largest force on an atom is 6.2 eV/Å. The gap between HOMO and LUMO (alpha / beta) comes out at 7.488 / 2.455 eV. As for the expectation value of S²: 12.019.

Each line ends with the Mulliken spin population.
Positions of all 71 atoms, in Å:
Fe  -2.001  -0.837  -1.733  4.18
C  0.727  0.831  0.968  0.01
C  -0.203  0.215  -0.143  -0.02
O  -1.291  0.701  -0.474  0.26
O  -0.100  -0.974  -0.634  0.13
H  1.019  1.848  0.705  0.00
H  1.493  0.086  1.182  0.00
H  0.194  0.875  1.918  0.00
C  -0.360  0.119  -5.379  0.01
C  -1.087  -0.378  -4.061  -0.02
O  -2.066  0.195  -3.514  0.26
O  -0.654  -1.271  -3.391  0.15
H  -0.101  1.166  -5.536  0.00
H  -0.931  0.019  -6.302  0.00
H  0.622  -0.298  -5.601  0.00
C  2.165  -2.961  4.069  0.00
C  1.764  -2.556  2.634  0.00
O  1.620  -3.832  2.023  0.00
C  2.250  -4.802  2.781  0.00
O  2.348  -5.987  2.463  0.00
O  2.752  -4.294  3.957  0.00
F  2.818  -1.939  2.068  0.00
H  1.357  -3.033  4.797  0.00
H  2.854  -2.247  4.520  0.00
H  0.938  -1.852  2.537  0.00
C  -0.690  4.248  2.690  0.00
C  -0.656  3.339  3.883  0.00
O  -2.009  3.331  4.225  0.00
C  -2.704  3.373  3.136  0.00
O  -3.890  3.068  3.021  0.00
O  -2.010  4.024  2.188  0.00
F  0.082  3.925  4.807  0.00
H  -0.029  3.903  1.895  0.00
H  -0.438  5.304  2.787  0.00
H  -0.236  2.374  3.600  0.00
C  2.503  -3.081  -1.610  0.01
O  1.766  -4.007  -2.442  0.15
C  0.497  -4.347  -2.142  -0.09
O  -0.153  -3.798  -1.237  0.80
O  0.072  -5.310  -3.037  0.11
C  -1.218  -5.822  -2.979  0.00
H  3.465  -2.884  -2.083  0.01
H  2.569  -3.419  -0.576  0.00
H  2.041  -2.096  -1.678  0.00
H  -1.317  -6.563  -2.186  0.00
H  -1.495  -6.466  -3.814  0.01
H  -1.919  -4.991  -3.053  0.00
C  4.440  0.426  0.896  0.00
O  4.550  1.836  0.616  0.00
C  4.027  2.718  1.472  0.00
O  3.209  2.508  2.408  0.00
O  4.335  3.899  0.984  0.00
C  3.751  5.190  1.528  0.00
H  3.955  0.117  1.822  0.00
H  5.408  -0.074  0.881  0.00
H  3.945  -0.126  0.096  0.00
H  4.135  5.940  0.836  0.00
H  3.740  5.344  2.607  0.00
H  2.681  5.125  1.331  0.00
C  -4.987  1.331  0.598  0.00
O  -5.652  1.356  -0.672  0.01
C  -4.917  0.944  -1.721  0.01
O  -3.834  0.387  -1.597  0.04
O  -5.598  1.342  -2.857  0.00
C  -4.883  1.245  -4.082  0.00
H  -4.017  1.828  0.589  0.00
H  -4.695  0.312  0.854  0.00
H  -5.711  1.750  1.296  0.00
H  -4.047  1.938  -4.176  0.00
H  -5.685  1.532  -4.762  0.00
H  -4.504  0.229  -4.194  0.00


A single C19H30N2O3S molecule, computed with ωB97M-V with the def2-TZVPD basis set.

Its HOMO energy is -8.7 eV. As for the electronic energy: -40148.546 eV. Its spin multiplicity is 1. Its net charge is 0. Its largest force on an atom is 1.2 eV/Å. As for the energy above the lowest of the compared OMol25 structures with the same formula, charge and spin: 13.0 kcal per mole. The SMILES is CC(=O)N1CCCc2cc(S(=O)(=O)N(CC(C)C)CC(C)C)ccc21. The gap between HOMO and LUMO comes out at 9.180 eV.

Each line ends with the natural charge from an NBO analysis.
Positions of all 55 atoms, in Å:
C  6.469  -0.426  -0.073  -0.72
C  5.098  -0.908  0.356  0.69
O  4.951  -2.004  0.850  -0.60
N  4.049  -0.047  0.145  -0.45
C  4.210  1.348  -0.218  -0.21
C  3.810  2.215  0.973  -0.41
C  2.315  2.040  1.209  -0.44
C  1.884  0.607  1.041  0.04
C  0.586  0.259  1.390  -0.21
C  0.138  -1.036  1.245  -0.34
S  -1.566  -1.419  1.650  2.34
O  -1.731  -2.842  1.599  -0.94
O  -1.915  -0.722  2.854  -0.94
N  -2.468  -0.767  0.420  -0.68
C  -2.363  -1.418  -0.862  -0.23
C  -1.305  -0.826  -1.819  -0.24
C  -1.945  0.098  -2.856  -0.60
C  -0.544  -1.945  -2.528  -0.60
C  -2.859  0.616  0.516  -0.23
C  -4.346  0.832  0.197  -0.22
C  -5.205  -0.003  1.141  -0.61
C  -4.684  2.315  0.317  -0.60
C  0.973  -2.017  0.747  -0.20
C  2.265  -1.690  0.384  -0.19
C  2.735  -0.384  0.532  0.14
H  6.479  -0.145  -1.123  0.23
H  7.161  -1.251  0.077  0.25
H  6.799  0.414  0.534  0.23
H  3.551  1.563  -1.067  0.20
H  5.233  1.550  -0.520  0.22
H  4.372  1.888  1.851  0.21
H  4.050  3.262  0.784  0.22
H  1.759  2.653  0.492  0.21
H  2.040  2.385  2.207  0.23
H  -0.082  1.002  1.800  0.23
H  -3.345  -1.412  -1.344  0.20
H  -2.115  -2.453  -0.622  0.24
H  -0.590  -0.249  -1.222  0.20
H  -2.628  -0.466  -3.488  0.20
H  -1.180  0.539  -3.493  0.21
H  -2.501  0.902  -2.383  0.20
H  0.191  -1.530  -3.214  0.21
H  -1.232  -2.566  -3.097  0.20
H  -0.025  -2.571  -1.808  0.21
H  -2.683  0.896  1.556  0.24
H  -2.237  1.250  -0.130  0.18
H  -4.536  0.512  -0.833  0.19
H  -4.925  -1.051  1.074  0.22
H  -5.054  0.320  2.168  0.21
H  -6.259  0.099  0.892  0.21
H  -4.499  2.664  1.330  0.20
H  -4.081  2.909  -0.368  0.20
H  -5.733  2.483  0.082  0.21
H  0.599  -3.024  0.659  0.25
H  2.920  -2.449  -0.006  0.25


C19H30N2O4 as an isolated structure, computed with ωB97M-V with the def2-TZVPD basis set.

Its HOMO energy is -8.0 eV. As for the electronic energy: -31339.054 eV. Its spin multiplicity is 1. Its net charge is 0. Its largest force on an atom is 19.3 eV/Å. As for the energy above the lowest of the compared OMol25 structures with the same formula, charge and spin: 536.4 kcal per mole. The gap between HOMO and LUMO comes out at 8.581 eV.

Each line ends with the natural charge from an NBO analysis.
Positions of all 55 atoms, in Å:
C  4.320  1.775  1.964  -0.24
H  3.459  1.256  1.983  0.17
O  4.836  1.924  0.507  -0.56
C  3.819  2.492  -0.315  -0.14
C  2.447  1.628  -0.637  0.66
O  1.325  2.271  -0.115  -0.76
N  2.358  0.458  -0.880  -0.41
C  3.600  -0.183  -1.468  -0.22
H  4.470  0.419  -1.324  0.23
C  3.724  -1.466  -0.427  -0.39
C  2.343  -2.042  -0.505  -0.38
H  2.325  -2.978  0.081  0.22
H  2.341  -2.836  -1.643  0.19
C  1.211  -1.252  -0.192  -0.08
N  -0.118  -1.998  -0.372  -0.47
C  -0.437  -2.897  -1.231  -0.32
H  0.174  -4.003  -1.222  0.11
H  -1.478  -3.092  -1.334  0.21
H  0.049  -2.280  -2.346  0.15
C  -0.558  -2.469  1.154  -0.20
H  0.240  -3.051  1.468  0.18
C  -1.205  -1.312  2.099  -0.43
C  -2.185  -0.535  1.299  0.00
C  -3.455  -1.203  1.148  -0.26
C  -4.391  -0.403  0.046  -0.20
C  -4.107  0.752  -0.141  0.21
C  -2.951  1.180  0.152  0.30
C  -1.939  0.826  0.798  -0.27
H  -1.111  1.104  1.151  0.23
O  -2.821  2.612  -0.200  -0.56
C  -1.715  3.508  0.074  -0.24
H  -1.691  3.438  1.089  0.16
H  -1.849  4.434  -0.266  0.19
H  -0.815  2.857  -0.288  0.22
O  -5.137  1.421  -0.805  -0.47
C  -6.304  1.113  -1.079  -0.15
H  -6.870  0.634  -0.385  0.14
H  -6.904  1.699  -1.384  0.16
H  -6.254  0.076  -1.745  0.09
H  -5.439  -0.948  0.188  0.24
H  -3.497  -2.343  1.462  0.22
H  -1.612  -1.802  3.092  0.23
H  -0.388  -0.762  2.260  0.19
H  -1.374  -3.379  0.876  0.19
H  1.215  -0.858  0.702  0.20
C  1.369  -0.219  -1.220  -0.25
H  0.454  0.399  -0.962  0.27
H  1.281  -0.653  -2.203  0.22
H  4.576  -1.938  -0.790  0.23
H  3.690  -1.008  0.658  0.20
H  3.574  -0.492  -2.435  0.20
H  3.557  3.556  0.082  0.22
H  4.445  2.721  -1.354  0.20
H  5.106  1.136  2.510  0.19
H  4.296  2.712  2.424  0.19


A single C19H30N2O5S molecule, computed with ωB97M-V with the def2-TZVPD basis set.

Its HOMO energy is -8.2 eV. As for the electronic energy: -44243.077 eV. Its spin multiplicity is 1. Its net charge is 0. Its largest force on an atom is 1.1 eV/Å. As for the energy above the lowest of the compared OMol25 structures with the same formula, charge and spin: 0.0 kcal per mole. The SMILES is CCOc1ccc(CCNC(=O)[C@@H]2CCCN(S(C)(=O)=O)C2)cc1OCC. The gap between HOMO and LUMO comes out at 8.790 eV.

Each line ends with the natural charge from an NBO analysis.
Positions of all 57 atoms, in Å:
C  -0.883  -2.207  -2.674  -0.65
C  -2.338  -2.258  -2.213  -0.06
O  -2.934  -0.975  -2.172  -0.50
C  -2.533  -0.036  -1.258  0.23
C  -2.531  1.274  -1.726  -0.22
C  -2.254  2.345  -0.901  -0.22
C  -1.938  2.126  0.430  -0.01
C  -1.605  3.274  1.344  -0.43
C  -0.229  3.872  1.018  -0.22
N  0.780  2.840  0.983  -0.62
C  1.543  2.607  -0.107  0.70
O  1.619  3.369  -1.048  -0.63
C  2.246  1.259  -0.053  -0.33
C  3.562  1.206  -0.823  -0.40
C  4.121  -0.215  -0.756  -0.42
C  3.094  -1.234  -1.255  -0.22
N  1.805  -1.095  -0.601  -0.69
S  1.694  -1.784  0.925  2.31
C  0.730  -3.263  0.549  -0.87
O  2.981  -2.198  1.406  -0.95
O  0.906  -0.938  1.781  -0.97
C  1.276  0.247  -0.678  -0.24
C  -1.919  0.821  0.905  -0.31
C  -2.232  -0.267  0.097  0.31
O  -2.254  -1.564  0.551  -0.54
C  -2.250  -1.820  1.946  -0.07
C  -3.546  -1.394  2.629  -0.64
H  -0.817  -1.687  -3.628  0.21
H  -0.266  -1.683  -1.948  0.22
H  -0.503  -3.217  -2.796  0.21
H  -2.944  -2.800  -2.945  0.18
H  -2.416  -2.763  -1.246  0.19
H  -2.781  1.428  -2.764  0.23
H  -2.279  3.348  -1.296  0.21
H  -2.354  4.061  1.246  0.22
H  -1.606  2.930  2.381  0.20
H  -0.227  4.339  0.030  0.23
H  0.032  4.629  1.766  0.19
H  0.717  2.119  1.687  0.40
H  2.416  0.964  0.987  0.22
H  4.277  1.911  -0.394  0.22
H  3.380  1.502  -1.858  0.22
H  5.027  -0.297  -1.357  0.22
H  4.369  -0.463  0.278  0.22
H  3.446  -2.247  -1.060  0.22
H  2.924  -1.113  -2.330  0.20
H  1.243  -3.794  -0.241  0.24
H  -0.253  -2.942  0.234  0.25
H  0.675  -3.869  1.445  0.24
H  0.321  0.253  -0.154  0.25
H  1.107  0.498  -1.729  0.22
H  -1.655  0.652  1.937  0.22
H  -1.371  -1.365  2.416  0.20
H  -2.146  -2.907  2.010  0.19
H  -3.697  -0.320  2.552  0.22
H  -4.391  -1.892  2.160  0.21
H  -3.510  -1.672  3.679  0.22


electronic energy of number 1 (C19H30F2FeO19)? -98891.643 eV